1.
{"formula": "C26H44FNO13S", "method": "ωB97M-V with the def2-TZVPD basis set", "homo_lumo_gap_ev": 9.90, "e_homo_ev": -9.8, "multiplicity": 1, "symbols": ["S", "F", "O", "O", "O", "O", "O", "O", "O", "O", "O", "O", "O", "O", "O", "N", "C", "C", "C", "C", "C", "C", "C", "C", "C", "C", "C", "C", "C", "C", "C", "C", "C", "C", "C", "C", "C", "C", "C", "C", "C", "C", "H", "H", "H", "H", "H", "H", "H", "H", "H", "H", "H", "H", "H", "H", "H", "H", "H", "H", "H", "H", "H", "H", "H", "H", "H", "H", "H", "H", "H", "H", "H", "H", "H", "H", "H", "H", "H", "H", "H", "H", "H", "H", "H", "H"], "positions_angstrom": [[0.771, 0.591, -1.222], [-0.476, -0.009, -0.325], [-5.704, -2.687, 1.166], [1.885, -0.349, -1.062], [2.314, 7.418, -2.843], [-3.753, -1.636, 1.586], [-0.367, -4.358, 2.907], [-7.055, -3.861, -4.807], [1.519, -4.162, 1.697], [-1.326, -3.640, 9.042], [2.001, 5.318, -3.593], [6.206, 2.120, -1.814], [0.070, -2.651, 7.577], [-5.639, -2.110, -4.761], [0.243, 0.724, -2.599], [1.066, 2.118, -0.569], [2.372, 2.674, -1.056], [-6.515, -2.818, -2.695], [1.504, 8.597, -2.711], [-4.507, -2.657, 1.110], [-5.946, -1.418, -2.542], [6.430, 0.927, -1.072], [-1.140, -2.983, 5.597], [-6.475, -3.016, -4.190], [-2.065, -3.232, 6.777], [-5.023, -1.312, -3.739], [2.240, -4.988, 0.769], [0.415, 8.449, -3.754], [-1.103, -3.231, 7.940], [0.436, -6.246, 1.626], [-3.626, -3.703, 0.471], [3.840, 4.863, -0.740], [-2.259, -3.356, 1.036], [1.861, -6.411, 1.125], [-0.026, -2.174, 6.226], [4.781, 4.152, -1.775], [1.594, 6.434, -3.436], [-2.371, -1.865, 1.260], [5.747, 3.193, -0.993], [2.515, 4.080, -0.382], [0.224, 6.943, -3.809], [0.452, -4.843, 2.177], [-6.751, -0.684, -2.629], [-1.740, -1.525, 2.080], [4.265, 3.683, -2.635], [-0.250, -1.104, 6.251], [5.341, 2.857, -0.004], [2.117, 9.481, -2.877], [1.103, 8.631, -1.694], [-2.118, -3.862, 1.985], [5.659, 0.783, -0.270], [-0.498, 6.595, -3.067], [5.429, 4.955, -2.208], [0.312, 2.749, -0.848], [2.274, 2.854, -2.158], [1.937, -4.717, -0.246], [0.192, -6.967, 2.403], [0.777, 8.808, -4.721], [-3.663, -3.584, -0.615], [0.927, -2.322, 5.718], [1.660, 4.696, -0.762], [-1.621, -2.476, 4.761], [-0.492, 9.001, -3.510], [1.958, -7.104, 0.291], [4.408, 4.983, 0.219], [-1.430, -3.631, 0.382], [-0.748, -3.932, 5.231], [-5.882, -3.570, -2.220], [6.268, 0.078, -1.783], [3.224, 1.988, -0.882], [-0.292, -6.299, 0.813], [-3.941, -4.705, 0.757], [-0.059, 6.605, -4.804], [-7.533, -2.886, -2.319], [6.656, 3.807, -0.736], [3.309, -4.807, 0.875], [2.375, 3.925, 0.717], [3.631, 5.883, -1.134], [-2.577, -4.188, 6.696], [-4.920, -0.286, -4.090], [-4.028, -1.716, -3.534], [-2.784, -2.422, 6.911], [-5.440, -1.250, -1.592], [-2.126, -1.291, 0.365], [7.464, 0.850, -0.655], [2.496, -6.771, 1.938]], "mulliken_charge": [1.113, -0.120, -0.608, -0.559, -0.325, -0.376, -0.630, -0.568, -0.332, -0.570, -0.545, -0.363, -0.351, -0.354, -0.613, -0.278, -0.635, -0.141, -0.416, 0.472, -0.397, -0.651, 0.239, 0.442, -0.492, -0.379, -0.433, -0.531, 0.484, -0.416, -0.393, -0.639, 0.033, -0.541, -0.451, -0.481, 0.485, -0.481, -0.786, -0.489, -0.404, 0.553, 0.299, 0.275, 0.300, 0.258, 0.382, 0.298, 0.267, -0.051, 0.278, 0.250, 0.462, 0.344, 0.355, 0.279, 0.352, 0.271, 0.159, 0.296, 0.126, -0.027, 0.329, 0.333, 0.387, 0.372, 0.027, 0.051, 0.252, 0.419, 0.252, 0.363, 0.314, 0.322, 0.356, 0.312, 0.369, 0.212, 0.292, 0.302, 0.243, 0.292, 0.185, 0.238, 0.261, 0.268]}



2.
{"formula": "CH4ClPS", "method": "ωB97M-V with the def2-TZVPD basis set", "e_above_lowest_kj_mol": 245.4, "homo_lumo_gap_ev": [7.63, 6.89], "e_homo_ev": [-8.8, -8.4], "multiplicity": 1, "symbols": ["Cl", "S", "P", "C", "H", "H", "H", "H"], "positions_angstrom": [[-0.169, -2.455, 2.170], [-0.868, 0.767, 0.337], [-0.082, -2.226, 0.305], [0.409, 1.626, -0.564], [-1.232, -2.973, 0.072], [-0.139, 2.381, -1.213], [0.926, 0.705, -1.148], [1.154, 2.175, 0.041]], "mulliken_charge": [-0.088, -0.177, 0.118, -0.610, 0.066, 0.238, 0.193, 0.259]}



Which formula does entry 1 have? C26H44FNO13S